(1)
19
Properties=species:S:1:pos:R:3:lowdin_charge:R:1 method="wB97M-V/def2-TZVPD" charge=+1 lumo_ev=-4.61 orbital_gap_ev=9.8 de_lowest_kj_mol=241.4 homo_energy_ev=-14.4
H 1.8345 1.5827 1.5058 0.09
H -3.1044 2.5556 -1.1262 0.05
O 1.7033 -2.9536 -0.6865 -0.05
H 1.9177 -3.5714 -1.3793 0.04
H 2.1658 -0.0263 2.2676 0.09
H 2.1136 -3.2041 0.1589 0.06
C 0.3566 0.0619 1.0794 -0.35
C 1.4058 0.6928 1.9581 -0.01
H 0.8684 0.9150 2.8831 0.09
H 0.5391 0.7440 -2.2000 0.13
N 0.5796 0.1272 -0.3399 0.08
C -0.7861 -0.4596 1.5067 0.12
H -1.1239 -0.3125 2.5320 0.09
H -1.6689 -0.8291 0.9988 0.09
O -3.1605 1.8188 -1.7630 -0.07
C 0.1830 0.9676 -1.2062 0.22
H -0.4228 1.8149 -0.9277 0.12
H 1.2676 -0.5904 -0.6096 0.16
H -4.0657 1.8274 -2.0729 0.04

(2)
13
Properties=species:S:1:pos:R:3:lowdin_charge:R:1 method="wB97M-V/def2-TZVPD" lumo_ev=0.50 orbital_gap_ev=9.3 de_lowest_kj_mol=148.2 homo_energy_ev=-8.8
C -1.0565 0.7540 -0.1581 -0.53
H 2.0731 1.6828 0.3870 0.06
H -0.9349 0.6222 0.9603 0.10
Cl -3.5753 0.7997 0.6095 0.57
H 2.8453 -0.1616 1.4297 0.15
C 0.4846 -2.0985 -0.1974 -0.33
H -2.7319 0.9318 -1.5560 0.06
O -0.2606 -2.9300 -0.5821 0.16
C 1.5936 0.7830 0.0369 -0.43
C 2.0315 -0.3498 0.6098 -0.22
S 0.3607 0.6501 -1.2218 0.92
N 1.4590 -1.5412 0.2673 0.10
C -2.2887 0.8575 -0.5851 -0.62

(3)
26
Properties=species:S:1:pos:R:3:lowdin_charge:R:1 method="wB97M-V/def2-TZVPD" smiles="CC1=C(C)[C@]2(C)CC[C@H]1C2" lumo_ev=0.96 orbital_gap_ev=9.5 de_lowest_kj_mol=146.1 homo_energy_ev=-8.5
C -0.8936 0.1432 0.9895 -0.24
H 2.2357 -0.2206 0.5928 0.14
C 1.1925 1.7965 0.5631 -0.11
H 1.2783 -0.4132 -2.7980 0.09
C 1.7924 0.5083 -0.1590 -0.11
C -1.8679 0.0676 2.0377 -0.04
C 0.5503 -0.0452 -0.7754 -0.55
H -0.9963 2.3509 0.6685 0.14
H 1.4508 2.7208 0.0311 0.10
H -1.5491 -2.3990 0.8781 0.06
H -2.2769 -0.9805 1.9772 0.08
C -0.3373 1.1435 -1.0837 -0.09
H -2.6650 0.7611 1.9165 0.07
H 1.4541 1.9661 1.6074 0.10
H 0.1101 -1.5546 -2.2368 0.07
H -1.0012 -2.4813 -0.8259 0.06
C -0.7100 -2.2428 0.1958 -0.01
C -0.3529 1.4982 0.3896 -0.22
C 0.9401 -0.9486 -1.8855 -0.06
C -0.3262 -0.7561 0.2253 -0.20
H 0.1546 1.8551 -1.7420 0.12
H 1.7769 -1.6444 -1.5491 0.11
H 0.2037 -2.8644 0.3696 0.09
H 2.4987 0.8462 -0.9626 0.13
H -1.3513 0.8014 -1.4311 0.15
H -1.3103 0.0920 3.0070 0.11

(4)
15
Properties=species:S:1:pos:R:3:lowdin_charge:R:1 method="wB97M-V/def2-TZVPD" smiles=Cc1ccn(C)n1 lumo_ev="0.71 / 0.71" orbital_gap_ev="8.8 / 8.8" de_lowest_kj_mol=424.4 homo_energy_ev="-8.1 / -8.1"
H -2.5646 0.3957 0.9361 0.09
N -0.9404 -0.1909 -0.1971 -0.23
H -2.9740 -0.5812 -0.5098 0.09
H 0.1491 1.0309 -1.3996 0.14
C 1.0314 -0.7035 -0.9876 -0.08
C -0.1392 -0.0373 -1.3227 -0.11
C -2.3245 0.2020 -0.1107 -0.03
C 0.9646 -0.8989 0.4005 -0.34
H 1.3240 1.0789 0.6190 0.09
H 1.6956 0.2286 2.1519 0.07
C 1.8130 0.1701 1.0703 -0.06
H 2.8523 0.2154 0.7449 0.07
H -2.4489 1.1063 -0.7118 0.09
H 1.9383 -0.7007 -1.5815 0.11
N -0.3220 -0.7250 0.8263 0.11